a.
Density functional theory data (the ωB97M-V functional and the def2-TZVPD basis) for a 2-piece molecular cluster, C2H8S2 overall.

```
12
Properties=species:S:1:pos:R:3:mulliken_charge:R:1
C -0.23555 -0.04754 0.52011 -0.805
C -1.44101 -0.42484 -0.25627 -0.384
S -2.90623 0.20934 0.76234 -0.271
H -0.35312 -0.31209 1.59314 0.297
H 0.34576 0.87887 0.34571 0.262
H 0.53787 -0.77658 -0.03690 0.177
H -1.49558 0.12066 -1.37838 0.246
H -1.60592 -1.48363 -0.63413 0.336
H -3.77863 -0.88461 0.60046 0.133
S 3.73942 0.35466 -0.42429 -0.239
H 4.53089 1.32427 -0.85051 0.149
H 2.66209 1.04148 -0.24128 0.098
```

As for the multiplicity: 1. As for the LUMO energy: 0.8 eV. For the HOMO energy, the calculation gives -8.986 eV. Its SMILES is CCS.S.



b.
Density functional theory data (the ωB97M-V functional and the def2-TZVPD basis) for a 2-piece molecular cluster, C2H8S2 overall.

```
12
Properties=species:S:1:pos:R:3:mulliken_charge:R:1
C 0.75793 0.08250 1.49459 -0.988
C -0.65739 -0.51408 1.07647 -0.360
S -0.78979 -1.63961 -0.40029 -0.213
H 1.33818 -0.83568 1.52213 0.324
H 1.18923 0.64447 0.62243 0.235
H 0.96122 0.58708 2.45724 0.315
H -1.40642 0.32161 0.78577 0.304
H -0.91573 -1.15200 1.90573 0.295
H 0.41901 -1.15168 -0.86187 0.096
S -0.72955 1.50279 -3.24522 -0.254
H -0.55799 0.24969 -2.75774 0.115
H 0.39130 1.90492 -2.59924 0.131
```

As for the multiplicity: 1. As for the LUMO energy: 0.8 eV. For the HOMO energy, the calculation gives -9.214 eV. Its SMILES is CCS.S.



c.
Density functional theory data (the ωB97M-V functional and the def2-TZVPD basis) for a 2-piece molecular cluster, C2H8S2 overall.

```
12
Properties=species:S:1:pos:R:3:mulliken_charge:R:1
C 0.27652 -0.83219 -2.13416 -0.958
C 1.33120 -0.52079 -0.99678 -0.339
S 0.47837 -0.93737 0.63903 -0.259
H 0.73338 -1.41009 -2.93645 0.275
H -0.17811 0.04446 -2.58587 0.280
H -0.52524 -1.41560 -1.69781 0.286
H 2.14659 -1.22117 -1.12338 0.297
H 1.58816 0.51590 -1.05660 0.309
H -0.83397 -0.84380 0.24106 0.111
S -1.59061 2.50550 4.32252 -0.302
H -2.76489 2.00778 3.91681 0.141
H -0.66139 2.10736 3.41164 0.160
```

As for the multiplicity: 1. As for the LUMO energy: 0.8 eV. For the HOMO energy, the calculation gives -9.202 eV. Its SMILES is CCS.S.



d.
Density functional theory data (the ωB97M-V functional and the def2-TZVPD basis) for a 2-piece molecular cluster, C2H8S2 overall.

```
12
Properties=species:S:1:pos:R:3:mulliken_charge:R:1
C 1.12425 -1.12665 2.59698 -0.705
S 1.46957 -1.28922 0.84361 -0.204
H 1.91651 -0.69484 3.33434 0.275
H 0.23354 -0.46634 2.70348 0.254
H 0.59536 -1.97646 2.97831 0.268
H 2.55129 -0.59253 0.65985 0.105
C -1.89113 2.22045 -1.61466 -0.667
S -1.13096 0.59805 -1.42497 -0.154
H -1.20805 2.79312 -2.35784 0.255
H -2.78487 1.90812 -2.14751 0.216
H -2.28142 2.73226 -0.69019 0.272
H 0.16117 0.79264 -1.07258 0.085
```

As for the multiplicity: 1. As for the LUMO energy: 0.9 eV. For the HOMO energy, the calculation gives -8.737 eV. Its SMILES is CS.CS.



Stability check: which of them is most stable? c.



a.
Density functional theory data (the ωB97M-V functional and the def2-TZVPD basis) for one molecule with the formula C5H9N3O3.

```
20
Properties=species:S:1:pos:R:3:mulliken_charge:R:1
C 1.10679 -1.52833 -0.76284 -0.676
O 0.83051 -1.21534 0.60383 -0.431
C 0.26315 0.00643 0.95537 1.096
O 0.50887 1.11922 0.18438 -0.409
C -0.33833 1.48482 -0.89912 -0.989
C 0.50969 0.56341 2.39491 -0.824
N -0.77008 0.47506 3.07065 -0.433
N -1.67638 0.07662 2.38320 -0.545
N -1.32888 -0.20566 1.12665 0.678
C -2.20824 -0.82773 0.29541 0.094
O -2.11137 -1.12984 -0.84951 -0.458
H 2.02305 -1.96564 -0.69156 0.360
H 1.16164 -0.75127 -1.55289 0.244
H 0.30010 -2.35544 -0.96338 0.233
H -1.28285 1.55980 -0.57588 0.418
H -0.28779 0.82435 -1.64131 0.410
H 0.04150 2.36967 -1.31814 0.295
H 1.15550 0.13817 3.03755 0.356
H 0.77974 1.60970 2.40640 0.278
H -3.21072 -0.91976 0.95774 0.304
```

As for the multiplicity: 1. As for the LUMO energy: 0.8 eV. For the HOMO energy, the calculation gives -9.625 eV. Its SMILES is COC1(OC)CN=NN1C=O.



b.
Density functional theory data (the ωB97M-V functional and the def2-TZVPD basis) for one molecule with the formula C5H9N3O3.

```
20
Properties=species:S:1:pos:R:3:mulliken_charge:R:1
C -0.32293 0.04327 -1.92553 0.611
C 0.27588 -1.16613 -1.49310 -0.647
C 0.12263 -0.48649 0.53646 0.078
C -1.12756 -1.17023 1.00265 -1.378
C 1.24860 1.64957 0.14173 -0.699
N -0.78827 0.18867 -3.08971 -0.682
N 0.14842 0.79020 0.15005 0.276
N 1.60899 -1.52807 -1.50546 1.017
O 1.83405 -2.68186 -1.13503 -0.627
O 2.46392 -0.70284 -1.73122 -0.605
O -0.52638 1.00426 -1.03268 -0.381
H -0.39513 -1.98486 -1.54073 0.515
H 0.99845 -0.86489 1.04591 0.358
H -2.03368 -0.81726 0.45033 0.262
H -1.30083 -1.00519 2.11134 0.364
H -1.04005 -2.21089 0.96821 0.404
H 2.22288 1.06553 0.43075 0.289
H 1.35448 1.92168 -0.86400 0.322
H 1.19676 2.65606 0.77860 0.248
H -1.33561 1.01158 -3.17824 0.275
```

As for the multiplicity: 1. As for the LUMO energy: -0.4 eV. For the HOMO energy, the calculation gives -8.966 eV.



Stability check: which of them is most stable? a.